Record 1
Formula: C4H7NO
Source: OMol25
Level of theory: ωB97M-V/def2-TZVPD

HOMO energy: -9.29 eV
ΔE to the lowest compared entry with this formula, charge and spin: 3.278 eV
SMILES string: C[C@@H]1O[C@]12CN2
Frontier orbital gap: 10.4 eV

ORCA input file:
```
! RIJCOSX wB97M-V def2-TZVPD def2/J DEFGRID3
* xyz 0 1
C 1.798 0.070 0.337
C 0.695 0.574 -0.550
C -1.389 -0.894 0.272
N -1.893 -0.040 -0.859
C -0.663 0.260 -0.220
O -0.202 1.480 0.230
H 2.530 0.871 0.473
H 1.380 -0.183 1.317
H 2.313 -0.806 -0.068
H 0.952 0.816 -1.584
H -1.869 -0.886 1.242
H -1.054 -1.864 -0.092
H -2.598 0.603 -0.496
*
```

***

Record 2
Formula: C4H2ClF3
Source: OMol25
Level of theory: ωB97M-V/def2-TZVPD

HOMO energy: -11.58 eV
ΔE to the lowest compared entry with this formula, charge and spin: 1.629 eV
Frontier orbital gap: 11.3 eV

ORCA input file:
```
! RIJCOSX wB97M-V def2-TZVPD def2/J DEFGRID3
* xyz 0 1
C 0.223 0.715 -0.202
C 0.472 -0.550 0.164
C 1.659 1.120 -0.249
C 1.933 -0.359 0.241
F 2.023 1.276 -1.549
F 2.101 2.180 0.415
F 2.491 -0.029 1.883
Cl 3.154 -1.373 -0.547
H -0.660 1.401 -0.513
H -0.100 -1.378 0.344
*
```

***

Record 3
Formula: C5H9N3O
Source: OMol25
Level of theory: ωB97M-V/def2-TZVPD

HOMO energy: -9.19 eV
ΔE to the lowest compared entry with this formula, charge and spin: 3.977 eV
SMILES string: N#C[C@@]1(O)CCCN1N
Frontier orbital gap: 10.0 eV

ORCA input file:
```
! RIJCOSX wB97M-V def2-TZVPD def2/J DEFGRID3
* xyz 0 1
C 2.137 0.057 -0.518
C -0.343 -1.601 0.196
C -0.061 -1.079 -1.207
C -0.799 -0.419 1.072
C 0.729 0.298 -0.764
N 3.221 -0.097 -0.227
N 0.017 0.646 0.792
N -0.451 1.917 0.677
O 0.523 1.466 -1.440
H -1.056 -2.394 0.048
H 0.496 -1.921 0.604
H 0.541 -1.748 -1.668
H -1.061 -0.922 -1.711
H -1.824 -0.068 0.637
H -0.865 -0.522 2.192
H -0.277 2.300 1.609
H -1.415 1.857 0.499
H 0.488 2.229 -0.789
*
```

***

Record 4
Formula: C12H14F5IN2OSnTe
Source: OMol25
Level of theory: ωB97M-V/def2-TZVPD

HOMO energy: -7.29 eV
ΔE to the lowest compared entry with this formula, charge and spin: 0.024 eV
Frontier orbital gap: 5.7 eV

ORCA input file:
```
! RIJCOSX wB97M-V def2-TZVPD def2/J DEFGRID3
* xyz 0 1
C 3.098 -3.012 3.399
C 2.208 -4.228 3.154
H 3.985 -3.040 2.759
H 3.449 -2.990 4.435
H 2.580 -2.070 3.196
H 1.726 -4.185 2.176
H 2.797 -5.148 3.194
H 1.429 -4.305 3.916
C 1.572 2.311 -1.322
C 1.893 3.190 -2.344
C 1.158 3.149 -3.531
C 0.123 2.225 -3.640
H 2.114 2.296 -0.381
H 2.713 3.885 -2.202
H 1.381 3.812 -4.361
H -0.471 2.137 -4.542
N 0.590 1.403 -1.425
C -0.155 1.363 -2.563
C -1.227 0.364 -2.617
N -1.361 -0.419 -1.517
C -2.331 -1.354 -1.471
C -3.037 -0.799 -3.706
C -3.182 -1.582 -2.553
H -2.406 -1.918 -0.550
H -3.923 -2.365 -2.474
C -2.055 0.182 -3.737
H -1.892 0.807 -4.616
H -3.675 -0.954 -4.571
Sn 0.180 -0.076 0.293
I 2.473 0.610 1.833
F -0.418 1.826 3.567
Te -1.966 1.173 2.707
F -3.554 0.445 1.955
F -2.681 0.858 4.443
F -1.227 -0.605 2.766
F -2.711 2.912 2.627
O -1.128 1.373 1.037
*
```

***

Record 5
Formula: C26H20BrN4O6Tl
Source: OMol25
Level of theory: ωB97M-V/def2-TZVPD

HOMO energy: -9.38 eV
Frontier orbital gap: 8.9 eV

ORCA input file:
```
! RIJCOSX wB97M-V def2-TZVPD def2/J DEFGRID3
* xyz 0 1
Tl 1.270 -0.720 -0.839
O 2.238 3.197 -2.446
C 2.160 2.036 -2.098
O 1.282 1.550 -1.309
C 3.217 1.037 -2.600
C 4.314 1.383 -3.378
C 5.225 0.389 -3.713
C 5.043 -0.902 -3.240
C 3.921 -1.169 -2.468
N 3.048 -0.213 -2.195
C 3.625 -2.538 -1.810
O 4.445 -3.422 -1.927
O 2.527 -2.585 -1.169
H 4.438 2.407 -3.696
H 6.079 0.624 -4.331
H 5.732 -1.704 -3.454
Br 2.749 3.797 4.163
C 2.655 2.379 2.912
C 1.808 1.304 3.143
C 1.742 0.314 2.181
N 2.452 0.341 1.056
C 3.298 1.349 0.871
C 3.434 2.399 1.764
H 1.203 1.246 4.034
H 1.091 -0.539 2.317
H 3.898 1.327 -0.028
H 4.111 3.214 1.557
N -5.551 -4.726 5.261
C -4.806 -4.316 4.493
C -3.879 -3.778 3.572
C -4.286 -3.400 2.291
C -3.381 -2.823 1.423
C -2.056 -2.636 1.822
C -1.648 -3.035 3.099
C -2.553 -3.602 3.969
C -1.092 -2.046 0.966
C -0.207 -1.514 0.334
H -5.313 -3.555 1.994
H -3.691 -2.521 0.434
H -0.618 -2.896 3.389
H -2.250 -3.897 4.963
O -2.478 0.541 -3.346
C -1.550 0.534 -2.422
O -0.694 -0.327 -2.374
C -1.677 1.712 -1.448
N -2.672 2.631 -2.006
C -3.831 2.720 -1.115
C -3.752 1.452 -0.267
C -2.246 1.248 -0.096
H -0.679 2.142 -1.328
H -2.979 1.399 -3.193
H -2.288 3.538 -2.231
H -4.749 2.764 -1.711
H -3.792 3.610 -0.477
H -4.185 0.610 -0.806
H -4.268 1.562 0.685
H -1.976 0.221 0.135
H -1.859 1.887 0.697
*
```

***

Record 6
Formula: C7H9NO4S
Source: OMol25
Level of theory: ωB97M-V/def2-TZVPD

HOMO energy: -8.35 eV
ΔE to the lowest compared entry with this formula, charge and spin: 0.426 eV
Frontier orbital gap: 7.1 eV

ORCA input file:
```
! RIJCOSX wB97M-V def2-TZVPD def2/J DEFGRID3
* xyz 0 1
O 0.445 2.019 -2.878
O 1.472 0.322 -1.468
O 0.525 -0.300 -3.680
O -1.038 0.306 -1.819
C 1.384 1.150 2.149
C 0.175 1.735 1.715
C 1.648 -0.206 1.890
C -0.686 0.951 0.929
C 0.650 -0.943 1.235
N -0.494 -0.358 0.779
C -1.124 -1.093 -1.465
C -1.473 -1.177 0.016
S 0.448 0.601 -2.504
H 2.162 1.701 2.676
H 0.022 2.794 1.800
H 2.590 -0.688 2.165
H -1.556 1.448 0.497
H 0.884 -1.992 1.075
H -1.921 -1.565 -2.012
H -0.192 -1.670 -1.589
H -2.495 -0.835 0.136
H -1.425 -2.199 0.353
*
```

***

Record 7
Formula: C23H34N4O4S
Source: OMol25
Level of theory: ωB97M-V/def2-TZVPD

HOMO energy: -8.55 eV
ΔE to the lowest compared entry with this formula, charge and spin: 1.186 eV
SMILES string: COc1ccc(N(CC(=O)NC2CCCCCCC2)S(=O)(=O)c2c(C)nn(C)c2C)cc1
Frontier orbital gap: 9.1 eV

ORCA input file:
```
! RIJCOSX wB97M-V def2-TZVPD def2/J DEFGRID3
* xyz 0 1
C 2.342 6.060 -0.659
H 1.649 6.272 0.161
O 1.703 5.371 -1.708
C 1.132 4.164 -1.440
C 1.186 3.508 -0.215
C 0.582 2.273 -0.062
C -0.082 1.672 -1.122
C -0.135 2.327 -2.351
C 0.461 3.559 -2.506
H 0.426 4.078 -3.451
H -0.639 1.866 -3.187
N -0.619 0.382 -0.944
S 0.526 -0.827 -0.941
O 1.458 -0.563 0.116
O -0.183 -2.079 -0.894
C 1.329 -0.628 -2.492
C 2.421 0.187 -2.755
N 2.597 0.145 -4.091
N 1.693 -0.632 -4.694
C 0.905 -1.110 -3.750
C -0.234 -2.016 -4.042
H 0.017 -2.665 -4.876
H -0.464 -2.610 -3.161
H -1.115 -1.436 -4.320
C 3.595 0.826 -4.861
H 4.595 0.487 -4.584
H 3.528 1.904 -4.703
H 3.411 0.597 -5.908
C 3.290 0.970 -1.850
H 4.339 0.727 -2.021
H 3.029 0.737 -0.821
H 3.152 2.038 -2.020
C -1.986 0.085 -1.323
H -2.403 0.893 -1.926
C -2.787 -0.046 -0.014
O -3.659 0.736 0.305
N -2.375 -1.090 0.716
H -1.608 -1.645 0.356
C -2.681 -1.259 2.126
C -2.776 -2.754 2.432
H -3.293 -2.884 3.380
C -1.416 -3.464 2.475
C -1.099 -4.091 3.834
H -0.054 -4.411 3.821
H -1.711 -4.988 3.966
C -1.323 -3.192 5.053
H -2.391 -3.095 5.259
C -0.704 -1.792 4.969
C -1.628 -0.684 4.444
H -2.648 -0.856 4.791
H -1.293 0.253 4.897
C -1.627 -0.473 2.927
H -0.634 -0.690 2.528
H -1.823 0.583 2.719
H 0.206 -1.827 4.369
H -0.407 -1.507 5.982
H -0.891 -3.713 5.912
H -0.624 -2.765 2.210
H -1.386 -4.257 1.725
H -3.409 -3.200 1.663
H -3.662 -0.798 2.288
H -2.015 -0.857 -1.875
H 0.633 1.754 0.881
H 1.693 3.948 0.629
H 3.201 5.501 -0.275
H 2.686 6.998 -1.092
*
```

***

Record 8
Formula: C24H37O3PRuS3Se2SiTe2
Source: OMol25
Level of theory: ωB97M-V/def2-TZVPD

HOMO energy (spin up / spin down): -7.29 / -7.64 eV
ΔE to the lowest compared entry with this formula, charge and spin: 0.964 eV
Frontier orbital gap (spin up / spin down): 5.7 / 5.6 eV

ORCA input file:
```
! RIJCOSX wB97M-V def2-TZVPD def2/J DEFGRID3
* xyz 0 5
Ru -0.061 1.772 -0.715
C 5.450 -0.358 -1.285
C 4.506 0.753 -0.820
C 3.621 1.038 -2.013
C 5.097 2.036 -0.262
O 3.553 0.218 0.203
Si 2.387 -0.877 0.441
S 0.650 0.366 0.800
O 2.153 -1.829 -0.948
C 1.547 -3.196 -1.108
C 1.253 -3.302 -2.566
C 2.595 -4.244 -0.718
C 0.426 -3.296 -0.175
O 2.644 -1.971 1.629
C 3.054 -1.912 2.989
C 4.439 -1.220 3.030
C 3.020 -3.314 3.490
C 1.947 -1.156 3.679
H 6.105 0.022 -2.062
H 4.844 -1.156 -1.848
H 5.967 -0.709 -0.409
H 4.219 1.113 -2.899
H 3.185 2.072 -1.977
H 2.840 0.265 -2.296
H 5.730 2.533 -1.025
H 5.746 1.874 0.662
H 4.243 2.678 0.012
H 2.171 -3.117 -3.185
H 0.398 -2.682 -2.870
H 0.865 -4.345 -2.807
H 3.441 -4.013 -1.333
H 2.311 -5.270 -1.030
H 2.915 -4.328 0.404
H -0.276 -2.462 -0.214
H 0.915 -3.311 0.780
H -0.153 -4.293 -0.426
H 5.197 -1.671 2.389
H 4.760 -1.060 4.073
H 4.360 -0.186 2.716
H 3.622 -3.910 2.772
H 2.003 -3.735 3.578
H 3.563 -3.503 4.440
H 1.911 -0.153 3.412
H 2.042 -1.220 4.796
H 0.945 -1.553 3.403
Se 0.865 4.072 -0.592
Te 0.128 4.705 -2.882
Te 0.534 1.916 -3.449
Se -1.110 0.346 -2.260
S -3.185 -0.782 -0.714
P -3.692 1.070 -0.303
S -1.986 2.143 0.384
C -4.237 2.224 -1.542
C -3.880 3.560 -1.646
C -4.655 4.425 -2.463
C -5.762 3.995 -3.173
C -5.981 2.616 -3.229
C -5.262 1.756 -2.449
C -5.049 1.188 0.932
C -5.421 -0.022 1.660
C -6.328 0.094 2.680
C -6.980 1.309 2.939
C -6.704 2.448 2.213
C -5.661 2.377 1.277
H -3.001 3.984 -1.096
H -4.473 5.526 -2.494
H -6.441 4.680 -3.673
H -6.583 2.167 -3.993
H -5.516 0.661 -2.496
H -4.968 -1.009 1.427
H -6.584 -0.761 3.244
H -7.793 1.258 3.717
H -7.170 3.383 2.391
H -5.254 3.287 0.882
*
```

***

Record 9
Formula: C4H16N2O
Source: OMol25
Level of theory: ωB97M-V/def2-TZVPD

HOMO energy: -19.28 eV
ΔE to the lowest compared entry with this formula, charge and spin: 1.326 eV
Frontier orbital gap: 12.6 eV

ORCA input file:
```
! RIJCOSX wB97M-V def2-TZVPD def2/J DEFGRID3
* xyz 2 1
C -0.571 1.525 -1.596
C 0.047 0.290 -1.034
C 0.991 0.437 0.240
C 0.283 0.755 1.600
N 0.199 -0.449 2.532
N 0.778 -0.345 -2.265
H -1.278 2.033 -0.762
H 0.038 2.390 -2.046
H -1.330 1.149 -2.475
H -0.858 -0.464 -0.750
H 1.685 1.304 -0.051
H 1.595 -0.482 0.386
H 0.788 1.523 2.250
H -0.909 1.000 1.440
H -0.268 -0.254 3.531
H -0.394 -1.118 1.939
H 1.188 -0.795 2.752
H 0.002 -0.433 -3.005
H 1.148 -1.265 -2.032
H 1.510 0.252 -2.648
H -1.000 -2.882 0.403
H -2.285 -2.158 0.930
O -1.358 -2.011 0.662
*
```

***

Record 10
Formula: C5H9N3
Source: OMol25
Level of theory: ωB97M-V/def2-TZVPD

HOMO energy: -8.90 eV
ΔE to the lowest compared entry with this formula, charge and spin: 2.502 eV
SMILES string: CC1=CCN=C1NN
Frontier orbital gap: 10.0 eV

ORCA input file:
```
! RIJCOSX wB97M-V def2-TZVPD def2/J DEFGRID3
* xyz 0 1
C 0.902 -0.973 -1.476
C 0.730 -0.370 -0.071
C 1.405 -0.569 1.059
C 0.743 0.099 2.151
C -0.363 0.469 0.262
H 1.582 -1.795 -1.506
H -0.064 -1.107 -1.940
H 1.378 -0.289 -2.030
H 2.345 -1.047 1.185
H 0.559 -0.573 2.951
H 1.419 0.845 2.779
H -1.660 1.867 0.034
H -2.378 0.749 -2.207
H -2.940 0.253 -0.782
N -0.382 0.804 1.528
N -1.201 1.200 -0.623
N -2.074 0.439 -1.315
*
```

***

Record 11
Formula: C4H4O
Source: OMol25
Level of theory: ωB97M-V/def2-TZVPD

HOMO energy (spin up / spin down): -7.97 / -8.01 eV
ΔE to the lowest compared entry with this formula, charge and spin: 5.245 eV
Frontier orbital gap (spin up / spin down): 7.7 / 7.7 eV

ORCA input file:
```
! RIJCOSX wB97M-V def2-TZVPD def2/J DEFGRID3
* xyz 0 1
C -0.468 -0.567 1.594
C -0.425 0.141 0.387
C 0.035 -0.376 -1.111
C 0.906 0.552 -0.357
O -0.374 -1.144 -1.935
H -1.442 -0.873 2.040
H -1.113 0.914 0.209
H 1.133 1.548 -0.699
H 1.748 -0.197 -0.128
*
```

***

Record 12
Formula: C21H28N4O2S
Source: OMol25
Level of theory: ωB97M-V/def2-TZVPD

HOMO energy: -7.27 eV
ΔE to the lowest compared entry with this formula, charge and spin: 1.752 eV
SMILES string: COc1cccc(N2CCN(CC(=O)Nc3nc4c(s3)C[C@@H](C)CC4)CC2)c1
Frontier orbital gap: 7.8 eV

ORCA input file:
```
! RIJCOSX wB97M-V def2-TZVPD def2/J DEFGRID3
* xyz 0 1
C 2.102 6.195 -2.883
O 1.738 4.973 -2.292
C 2.378 4.595 -1.142
C 1.955 3.379 -0.612
C 2.510 2.859 0.556
C 3.520 3.609 1.179
C 3.925 4.815 0.656
C 3.366 5.330 -0.504
H 3.708 6.277 -0.888
H 4.705 5.372 1.154
H 4.009 3.233 2.063
N 2.163 1.616 1.060
C 2.007 1.426 2.490
C 0.555 1.717 2.911
N -0.442 0.967 2.169
C -0.829 -0.326 2.686
C 0.196 -1.443 2.534
O 1.170 -1.534 3.252
N 0.051 -2.375 1.534
C -0.890 -2.691 0.588
N -0.684 -3.688 -0.202
C -1.717 -3.887 -1.065
C -2.754 -3.019 -0.946
S -2.430 -1.878 0.330
C -3.999 -3.034 -1.757
H -4.813 -3.468 -1.166
C -3.773 -3.865 -3.028
C -2.971 -3.071 -4.057
H -2.730 -3.694 -4.915
H -3.549 -2.218 -4.408
H -2.046 -2.699 -3.625
C -3.089 -5.188 -2.664
C -1.691 -4.979 -2.080
H -0.980 -4.716 -2.868
H -1.328 -5.896 -1.613
H -3.708 -5.707 -1.929
H -3.021 -5.823 -3.549
H -4.752 -4.097 -3.463
H -4.295 -2.015 -2.017
H 0.818 -3.045 1.515
H -1.001 -0.207 3.760
H -1.776 -0.600 2.216
C -0.214 1.064 0.740
C 1.241 0.758 0.348
H 1.488 -0.274 0.623
H 1.386 0.860 -0.727
H -0.445 2.096 0.453
H -0.905 0.399 0.220
H 0.351 2.779 2.726
H 0.431 1.517 3.975
H 2.269 0.393 2.734
H 2.672 2.088 3.041
H 1.173 2.872 -1.152
H 1.912 7.040 -2.213
H 3.155 6.200 -3.183
H 1.476 6.293 -3.770
*
```